The following is a quantum chemistry calculation of a 11-piece molecular cluster, C4H29O11 overall, from the OMol25 dataset.

Structure (ORCA input):
```
! wB97M-V def2-TZVPD RIJCOSX def2/J DEFGRID3
* xyz -1 1
O 11.431 -1.778 -13.880
H 11.508 -2.086 -12.974
H 10.582 -1.941 -14.299
H 12.162 -2.095 -14.416
C 5.797 -5.815 -15.649
C 7.170 -5.354 -15.911
C 7.699 -5.955 -17.240
O 7.160 -3.957 -15.947
H 5.593 -5.667 -14.589
H 5.847 -6.904 -15.617
H 5.049 -5.425 -16.339
H 7.783 -5.671 -15.067
H 7.003 -5.832 -18.070
H 7.979 -7.006 -17.171
H 8.612 -5.437 -17.530
C 15.060 -5.960 -15.771
O 15.162 -4.572 -15.819
H 14.058 -6.386 -15.822
H 15.637 -6.569 -16.467
H 15.438 -6.266 -14.796
O 20.022 -9.839 -17.942
H 20.605 -10.515 -17.597
H 19.267 -10.323 -18.278
O 20.170 -3.239 -14.808
H 20.417 -3.925 -14.188
H 19.215 -3.292 -14.857
O 17.195 0.395 -14.269
H 16.550 -0.226 -14.608
H 18.040 -0.025 -14.431
O 20.681 -8.041 -13.542
H 20.032 -7.954 -14.240
H 20.695 -8.978 -13.343
O 15.416 -8.458 -8.644
H 15.438 -7.505 -8.735
H 14.973 -8.609 -7.809
O 16.846 -1.977 -20.338
H 16.329 -2.415 -19.662
H 17.597 -2.554 -20.478
O 15.040 -7.639 -21.512
H 15.433 -8.454 -21.199
H 15.050 -7.060 -20.750
O 20.291 -5.168 -19.460
H 20.452 -6.111 -19.469
H 20.530 -4.892 -18.575
*
```

Output
Frontier orbital gap, eV: 3.320
Energy relative to the best compared isomer or geometry (same formula, charge and spin), kcal per mole: 207.12
Lowest unoccupied orbital energy, hartree: 0.006

The following is a quantum chemistry calculation of C4H6ClF as an isolated structure, from the OMol25 dataset.

Structure (ORCA input):
```
! wB97M-V def2-TZVPD RIJCOSX def2/J DEFGRID3
* xyz 0 1
C 1.698 -0.093 0.021
C 0.319 0.170 0.457
C -0.873 0.349 -0.410
C -1.967 -0.396 -0.506
H 1.815 -1.145 -0.239
H 2.365 -0.113 0.923
H 2.227 0.615 -0.768
H -0.594 1.321 -0.966
H -2.695 -0.212 -1.285
H -2.032 -1.481 0.121
F -0.199 -0.815 1.445
Cl -0.062 1.802 1.207
*
```

Output
Frontier orbital gap, eV: 10.342
Energy relative to the best compared isomer or geometry (same formula, charge and spin), kcal per mole: 45.06
Lowest unoccupied orbital energy, hartree: 0.031

The following is a quantum chemistry calculation of C2H3CsO as an isolated structure, from the OMol25 dataset.

Structure (ORCA input):
```
! wB97M-V def2-TZVPD RIJCOSX def2/J DEFGRID3
* xyz 0 1
O 0.099 1.107 -0.172
C -0.894 0.494 -0.062
C -2.093 -0.007 0.075
H -2.847 0.228 -0.677
H -2.269 -0.794 0.810
Cs 3.964 0.895 -0.288
H 4.040 -1.923 0.315
*
```

Output
Frontier orbital gap (spin up / spin down), eV: 5.086 / 5.085
Lowest unoccupied orbital energy (spin up / spin down), hartree: -0.017 / -0.017

The following is a quantum chemistry calculation of a 8-piece molecular cluster, C24H56FNO10S overall, from the OMol25 dataset.

Structure (ORCA input):
```
! wB97M-V def2-TZVPD RIJCOSX def2/J DEFGRID3
* xyz 0 1
C -2.720 -1.760 3.545
C -2.143 -1.559 2.131
C -3.173 -0.857 1.224
N -3.368 -1.495 -0.095
S -4.070 -2.942 -0.090
O -4.609 -3.256 1.183
O -3.263 -3.894 -0.767
F -5.310 -2.717 -1.024
O -1.012 -0.718 2.108
C 0.093 -1.245 2.809
C 0.762 -2.410 2.119
C 1.337 -3.416 2.892
C 2.001 -4.478 2.289
C 2.098 -4.544 0.904
C 1.516 -3.544 0.135
C 0.853 -2.481 0.735
H -3.803 -1.764 3.564
H -2.330 -0.970 4.186
H -2.387 -2.703 3.976
H -1.946 -2.550 1.713
H -2.800 0.145 1.026
H -4.138 -0.746 1.701
H -2.539 -1.501 -0.675
H -0.133 -1.531 3.839
H 0.827 -0.440 2.863
H 1.296 -3.398 3.974
H 2.466 -5.251 2.883
H 2.616 -5.352 0.412
H 1.583 -3.541 -0.943
H 0.410 -1.688 0.159
C 2.651 1.327 -2.521
C 1.572 0.349 -2.107
O 2.050 -0.571 -1.125
H 3.514 0.793 -2.925
H 2.279 2.021 -3.275
H 2.997 1.903 -1.659
H 1.240 -0.240 -2.963
H 0.706 0.883 -1.699
H 2.334 -0.058 -0.360
C -1.825 2.245 -5.235
C -0.964 2.099 -3.995
O 0.141 3.002 -4.031
H -1.231 2.055 -6.131
H -2.664 1.548 -5.215
H -2.222 3.258 -5.317
H -0.553 1.093 -3.927
H -1.552 2.290 -3.091
H -0.217 3.893 -4.080
C -8.511 -4.926 0.314
C -8.968 -3.782 -0.573
O -8.210 -2.601 -0.335
H -8.599 -4.647 1.365
H -9.107 -5.823 0.138
H -7.462 -5.164 0.127
H -10.009 -3.533 -0.372
H -8.882 -4.060 -1.630
H -7.289 -2.805 -0.523
C 4.870 0.628 4.656
C 3.646 0.058 3.966
O 3.460 0.626 2.669
H 4.780 1.712 4.751
H 4.998 0.197 5.649
H 5.771 0.425 4.078
H 2.745 0.277 4.539
H 3.733 -1.030 3.867
H 4.245 0.426 2.150
C 9.000 -0.783 7.334
C 7.790 -1.332 6.602
O 7.651 -0.752 5.307
H 8.926 0.301 7.431
H 9.089 -1.219 8.330
H 9.917 -0.999 6.780
H 6.876 -1.099 7.148
H 7.863 -2.420 6.506
H 8.446 -0.960 4.807
C -3.674 4.442 -8.788
C -4.440 3.626 -7.763
O -4.334 4.189 -6.457
H -2.622 4.508 -8.510
H -3.748 3.994 -9.780
H -4.064 5.461 -8.839
H -4.037 2.616 -7.700
H -5.497 3.556 -8.041
H -4.698 5.078 -6.489
C 3.154 6.236 -1.765
C 2.086 5.242 -1.347
O 2.591 4.332 -0.373
H 4.019 5.712 -2.172
H 2.776 6.929 -2.520
H 3.499 6.817 -0.906
H 1.759 4.649 -2.200
H 1.215 5.763 -0.934
H 2.875 4.849 0.387
*
```

Output
Frontier orbital gap, eV: 9.473
SMILES: C[C@@H](CNS(=O)(=O)F)OCc1ccccc1.CCO.CCO.CCO.CCO.CCO.CCO.CCO
Energy relative to the best compared isomer or geometry (same formula, charge and spin), kcal per mole: 0.00
Lowest unoccupied orbital energy, hartree: 0.020

no.,strongest force on any atom (eV Å⁻¹),calculated total energy (eV)
1,3.05,-27133.871
2,4.92,-19482.788
3,1.40,-4714.155
4,1.44,-61311.703